ORCA calculation (ωB97M-V/def2-TZVPD) on a structure of composition C21H21B3F10N6O10S3Ti.

```
75
C21H21B3F10N6O10S3Ti, DFT ωB97M-V/def2-TZVPD
Ti -0.506 -0.348 1.502
C -0.324 -4.754 1.223
C -0.698 -3.325 1.137
N -0.426 -2.440 2.023
O 0.336 -2.801 3.079
B 1.153 -1.661 3.534
F 1.315 -0.867 2.219
F 2.323 -2.019 4.041
O 0.431 -0.683 4.347
N -0.585 -0.203 3.597
C -1.569 0.393 4.166
C -1.638 0.730 5.605
C -2.669 0.669 3.214
N -2.515 0.099 2.063
O -3.427 0.417 1.147
B -3.626 -0.557 0.004
F -4.478 -0.006 -0.870
F -3.970 -1.784 0.541
O -2.282 -0.732 -0.729
N -1.446 -1.439 0.046
C -1.462 -2.725 0.009
C -2.166 -3.535 -1.004
C -3.844 1.511 3.522
H 0.573 -4.872 1.826
H -0.184 -5.178 0.230
H -1.128 -5.310 1.715
H -0.782 0.331 6.138
H -2.560 0.337 6.037
H -1.666 1.816 5.717
H -3.022 -3.000 -1.401
H -2.483 -4.489 -0.585
H -1.470 -3.734 -1.826
H -3.873 1.812 4.565
H -4.758 0.977 3.258
H -3.818 2.400 2.885
S 2.681 -1.945 -1.276
C 3.951 -0.780 -0.953
N 4.917 -1.246 -0.129
C 5.990 -0.527 0.261
C 6.141 0.758 -0.183
C 5.166 1.278 -1.033
C 4.074 0.520 -1.420
H 4.840 -2.200 0.205
H 6.686 -1.028 0.918
H 7.000 1.338 0.120
H 5.261 2.290 -1.405
H 3.332 0.927 -2.089
O 0.239 -1.369 -2.456
B 1.583 -1.110 -2.500
O 1.967 -0.305 -3.530
C 0.775 -0.048 -4.216
C 0.599 0.668 -5.373
C -0.712 0.764 -5.831
C -1.770 0.163 -5.153
C -1.567 -0.587 -3.997
C -0.267 -0.677 -3.563
H 1.425 1.137 -5.888
H -0.914 1.319 -6.736
H -2.774 0.269 -5.538
H -2.382 -1.051 -3.461
F 1.956 3.675 1.186
C 1.069 2.809 1.619
F 0.082 3.406 2.263
F 1.646 1.924 2.442
S 0.368 1.825 0.164
O -1.002 1.496 0.661
O 1.019 0.488 0.286
N 0.607 2.502 -1.145
S 0.112 4.093 -1.383
O 1.202 4.793 -1.955
O -0.566 4.532 -0.206
C -1.155 3.775 -2.695
F -0.550 3.265 -3.754
F -2.047 2.913 -2.227
F -1.736 4.913 -3.003
```

For the total energy, the calculation gives -5010.8713 a.u. As for the total charge: +2. For the energy above the lowest of the compared OMol25 structures with the same formula, charge and spin, the calculation gives 0.000 eV. The value obtained for the molecular weight is 883.92 g/mol. The spin multiplicity is 1. Its largest force on an atom is 0.64 eV Å⁻¹. The calculation puts the highest occupied orbital energy at -13.71 eV. The calculation puts the lowest unoccupied orbital energy at -8.20 eV.

Here are the Mulliken charges for atoms 1 to 2, given in e: -1.37 -1.77

---

ORCA calculation (ωB97M-V/def2-TZVPD) on a cluster of 4 separate species, C21H21BrClF3N4O4 in total at a distorted geometry.

```
55
C21H21BrClF3N4O4, DFT ωB97M-V/def2-TZVPD
O 3.420 -0.559 0.285
C 2.423 -1.266 0.048
Br 1.972 -2.680 1.393
C 1.472 -1.155 -1.235
O 1.112 0.188 -1.626
C 0.620 0.971 -0.545
O 1.456 1.702 0.063
N -0.771 1.075 -0.110
Cl -0.938 1.445 1.555
C -1.648 -0.028 -0.580
C -1.646 -1.358 0.310
O -2.572 -1.309 1.436
C -2.149 -2.641 -0.553
F -3.581 -2.538 -0.595
F -1.906 -3.864 0.153
F -1.627 -2.677 -1.864
H 0.577 -1.847 -1.101
H 2.079 -1.593 -2.117
H -2.735 0.371 -0.588
H -1.396 -0.201 -1.693
H -0.582 -1.538 0.718
H -2.062 -1.100 2.259
C -4.466 3.572 -4.148
C -3.430 3.718 -3.237
C -3.505 3.019 -2.043
N -4.525 2.209 -1.713
C -5.515 2.087 -2.612
C -5.531 2.740 -3.834
H -4.443 4.101 -5.095
H -2.584 4.359 -3.449
H -2.719 3.097 -1.299
H -6.326 1.429 -2.319
H -6.356 2.603 -4.522
C 2.445 -7.602 4.079
C 2.122 -6.739 5.116
C 1.651 -5.477 4.796
N 1.492 -5.034 3.538
C 1.815 -5.889 2.552
C 2.289 -7.173 2.769
H 2.816 -8.599 4.290
H 2.232 -7.041 6.150
H 1.382 -4.768 5.572
H 1.679 -5.507 1.546
H 2.531 -7.820 1.936
C 4.153 4.763 0.035
C 4.227 6.147 -0.049
C 3.108 6.837 -0.485
N 1.955 6.246 -0.837
C 1.911 4.907 -0.749
C 2.973 4.126 -0.321
H 5.007 4.187 0.373
H 5.132 6.676 0.220
H 3.115 7.920 -0.565
H 0.968 4.455 -1.041
H 2.880 3.052 -0.268
```

For the total energy, the calculation gives -4666.4836 a.u. As for the total charge: 0. The value obtained for the molecular weight is 565.77 g/mol. The spin multiplicity is 1. Its largest force on an atom is 5.78 eV Å⁻¹. The calculation puts the highest occupied orbital energy at -9.28 eV. The calculation puts the lowest unoccupied orbital energy at -0.33 eV.

Here are the Mulliken charges for atoms 1 to 2, given in e: -0.46 0.64

---

ORCA calculation (ωB97M-V/def2-TZVPD) on a structure of composition C21H21BrCoN3OS.

```
49
C21H21BrCoN3OS, DFT ωB97M-V/def2-TZVPD
Co 0.005 -0.468 -0.158
O -2.120 4.659 2.787
C -1.833 3.612 2.016
C -2.724 3.030 1.114
C -2.311 1.949 0.365
N -1.086 1.427 0.456
C -0.259 1.999 1.320
Br 1.467 1.199 1.307
C -0.550 3.067 2.126
H -3.018 4.980 2.649
H -3.727 3.418 0.990
H -2.978 1.472 -0.341
H 0.162 3.495 2.817
C 0.880 -3.545 -0.387
N 1.347 -2.307 0.254
C 2.787 -2.162 0.019
C 1.062 -2.401 1.703
C -0.424 -2.258 1.955
C -1.011 -2.874 3.056
C -2.376 -2.766 3.266
C -3.162 -2.062 2.366
C -2.571 -1.438 1.272
C -1.196 -1.512 1.055
H 1.361 -4.420 0.065
H 1.132 -3.547 -1.447
H -0.197 -3.641 -0.274
H 3.340 -3.047 0.351
H 3.172 -1.295 0.557
H 2.976 -2.014 -1.046
H 1.618 -1.611 2.213
H 1.423 -3.358 2.100
H -0.397 -3.453 3.738
H -2.829 -3.249 4.123
H -4.234 -2.000 2.511
H -3.202 -0.902 0.570
S 1.726 -0.755 -4.258
C 0.768 -1.095 -2.885
N 0.435 -0.088 -2.130
C 0.947 1.103 -2.658
C 0.759 2.398 -2.173
C 1.366 3.454 -2.818
C 2.149 3.252 -3.959
C 2.319 1.988 -4.479
C 1.711 0.924 -3.822
H 0.443 -2.106 -2.692
H 0.119 2.569 -1.323
H 1.225 4.457 -2.439
H 2.613 4.097 -4.449
H 2.894 1.824 -5.381
```

For the total energy, the calculation gives -5407.1058 a.u. As for the total charge: +1. The value obtained for the molecular weight is 502.32 g/mol. The spin multiplicity is 4. Its largest force on an atom is 0.94 eV Å⁻¹. The calculation puts the highest occupied orbital energy (spin up / spin down) at -10.70 / -11.08 eV. The calculation puts the lowest unoccupied orbital energy (spin up / spin down) at -2.71 / -2.93 eV.

Here are the Mulliken charges for atoms 1 to 2, given in e: -0.10 -0.50

---

ORCA calculation (ωB97M-V/def2-TZVPD) on a structure of composition C21H21Cl2NO2STeTi.

```
50
C21H21Cl2NO2STeTi, DFT ωB97M-V/def2-TZVPD
Ti 0.279 -0.555 0.492
C -2.470 3.592 0.920
C -1.904 2.376 1.597
C -0.575 2.359 2.009
C -0.029 1.240 2.629
C -0.814 0.105 2.837
C -2.143 0.111 2.411
C -2.678 1.237 1.808
H -1.840 3.895 0.082
H -2.524 4.433 1.614
H -3.472 3.399 0.537
H 0.046 3.231 1.840
H 0.993 1.276 2.986
H -0.426 -0.746 3.384
H -2.753 -0.773 2.543
H -3.704 1.223 1.463
Cl -0.908 5.100 -3.916
C -0.926 3.669 -2.923
C -2.099 2.918 -2.846
C -2.108 1.790 -2.053
Cl -3.569 0.867 -1.911
C -0.985 1.357 -1.328
O -1.065 0.297 -0.564
C 0.206 2.143 -1.423
C 1.400 1.825 -0.726
O 1.578 0.802 0.058
C 0.199 3.303 -2.235
H -2.984 3.215 -3.388
H 2.255 2.488 -0.854
H 1.097 3.902 -2.307
S -0.584 -2.925 0.702
C 0.234 -2.969 -0.837
C 0.282 -4.060 -1.710
C 0.985 -3.934 -2.889
C 1.622 -2.732 -3.201
C 1.525 -1.694 -2.302
N 0.859 -1.820 -1.151
H -0.230 -4.974 -1.446
H 1.038 -4.769 -3.577
H 2.172 -2.607 -4.122
H 1.983 -0.729 -2.481
C 1.764 -2.716 3.619
Te 2.650 -1.562 2.066
C 3.135 -3.266 0.889
H 0.931 -3.270 3.194
H 1.419 -2.042 4.400
H 2.508 -3.391 4.037
H 3.937 -3.820 1.368
H 3.453 -2.926 -0.095
H 2.238 -3.873 0.800
```

For the total energy, the calculation gives -3454.2133 a.u. As for the total charge: 0. For the energy above the lowest of the compared OMol25 structures with the same formula, charge and spin, the calculation gives 0.010 eV. The value obtained for the molecular weight is 597.84 g/mol. The spin multiplicity is 3. Its largest force on an atom is 0.16 eV Å⁻¹. The calculation puts the highest occupied orbital energy (spin up / spin down) at -6.02 / -7.99 eV. The calculation puts the lowest unoccupied orbital energy (spin up / spin down) at 0.01 / -0.22 eV.

Here are the Mulliken charges for atoms 1 to 2, given in e: 0.23 -1.56

---

Which formula does entry 4 have? C21H21Cl2NO2STeTi